DFT (ωB97M-V/def2-TZVPD) results for a structure of composition C23H22BF4N5O3OsS.

- E_HOMO (alpha / beta) (eV) = -13.487 / -13.592
- maximum force (eV Å⁻¹) = 0.229
- orbital gap (alpha / beta) (eV) = 5.67 / 5.78
- electronic energy (eV) = -62639.42085

The geometry in ORCA input format:
```
! RIJCOSX wB97M-V def2-TZVPD def2/J DEFGRID3
* xyz 2 1
Os 0.428 0.915 0.579
C 2.934 2.345 -1.038
N 1.598 2.460 -0.388
C 0.700 3.239 -1.300
C -0.631 3.299 -0.643
N -0.939 2.374 0.241
C -2.260 2.614 0.633
C -3.080 1.957 1.548
C -4.352 2.462 1.715
C -4.801 3.588 1.005
C -3.992 4.250 0.106
C -2.712 3.735 -0.063
N -1.646 4.147 -0.862
C 3.804 1.236 -0.539
N 3.654 -0.026 -0.951
C 4.690 -0.680 -0.432
C 5.043 -2.111 -0.538
C 6.399 -2.437 -0.030
C 7.133 -1.571 0.707
C 6.700 -0.225 0.882
C 5.508 0.175 0.333
N 4.890 1.413 0.231
H 3.447 3.306 -0.968
H 2.776 2.124 -2.094
H 1.739 3.060 0.430
H 0.623 2.671 -2.230
H 1.109 4.226 -1.525
H -2.729 1.096 2.099
H -5.023 1.984 2.415
H -5.806 3.948 1.173
H -4.337 5.122 -0.434
H -1.644 4.929 -1.496
H 4.372 -2.606 0.199
H 6.744 -3.446 -0.224
H 8.084 -1.869 1.124
H 7.340 0.474 1.408
H 5.207 2.281 0.637
F 1.777 -0.768 1.027
B 1.576 -2.233 1.011
F 4.783 -2.642 -1.762
F 1.791 -2.714 2.246
F 2.358 -2.754 0.024
C -6.098 -4.062 -0.805
C -4.797 -3.379 -0.509
C -4.133 -3.604 0.700
C -2.919 -3.006 0.969
C -2.376 -2.160 0.005
C -3.009 -1.907 -1.207
C -4.220 -2.526 -1.450
S -0.879 -1.394 0.349
O 0.099 -2.495 0.609
O -0.937 -0.499 1.525
O -0.433 -0.527 -0.777
H -6.568 -4.438 0.101
H -5.929 -4.910 -1.472
H -6.791 -3.387 -1.306
H -4.575 -4.263 1.436
H -2.403 -3.194 1.902
H -2.560 -1.249 -1.938
H -4.728 -2.348 -2.389
*
```

Atomic partial charges in e from the Mulliken method, atoms 1 to 5:
1 Os 1.134
2 C -0.799
3 N -0.360
4 C -0.524
5 C -0.126

DFT (ωB97M-V/def2-TZVPD) results for a cluster of 2 separate species, C4H9O2 in total.

- E_HOMO (eV) = -3.680
- maximum force (eV Å⁻¹) = 4.808
- orbital gap (eV) = 7.68
- electronic energy (eV) = -8389.31069

The geometry in ORCA input format:
```
! RIJCOSX wB97M-V def2-TZVPD def2/J DEFGRID3
* xyz -1 1
C 1.821 -0.081 0.863
C 0.970 0.653 1.865
H 1.224 -0.781 0.174
H 2.467 0.578 0.239
H 2.664 -0.681 1.266
H 0.894 1.708 1.418
H 1.407 0.905 2.899
H -0.038 0.199 2.122
C -1.241 -0.344 -2.136
C -2.110 -0.232 -0.788
O -1.615 -0.847 0.251
O -3.230 0.394 -0.733
H -0.878 -1.377 -2.114
H -0.366 0.187 -2.266
H -1.970 -0.280 -3.061
*
```

Atomic partial charges in e from the Mulliken method, atoms 1 to 5:
1 C -0.754
2 C -0.681
3 H 0.165
4 H 0.273
5 H 0.288

DFT (ωB97M-V/def2-TZVPD) results for a cluster of 3 separate species, C4H14NO2 in total.

- E_HOMO (eV) = -14.494
- maximum force (eV Å⁻¹) = 5.209
- orbital gap (eV) = 11.53
- electronic energy (eV) = -9952.75727

The geometry in ORCA input format:
```
! RIJCOSX wB97M-V def2-TZVPD def2/J DEFGRID3
* xyz 1 1
C 0.142 -0.455 -1.876
N -0.526 -0.826 -0.454
C 0.711 -0.786 0.375
C 1.682 0.186 -0.232
C 0.982 0.708 -1.534
H 0.602 -1.491 -2.086
H -0.642 -0.232 -2.709
H -0.964 -1.760 -0.333
H -1.253 -0.155 -0.102
H 1.082 -1.848 0.642
H 0.491 -0.614 1.511
H 1.989 1.018 0.319
H 2.638 -0.369 -0.458
H 1.630 1.021 -2.444
H 0.421 1.698 -1.376
H 1.791 0.908 2.826
H 0.364 1.323 3.508
O 0.787 1.127 2.646
H -3.781 -0.765 0.097
H -3.547 0.764 -0.003
O -3.067 -0.081 0.278
*
```

Atomic partial charges in e from the Mulliken method, atoms 1 to 5:
1 C -0.411
2 N -0.182
3 C -0.569
4 C -0.462
5 C -0.596

DFT (ωB97M-V/def2-TZVPD) results for a structure of composition C21H16Cl4N4O3Se4Ti.

- <S²> = 2.036
- E_HOMO (alpha / beta) (eV) = -0.167 / -0.182
- maximum force (eV Å⁻¹) = 1.688
- orbital gap (alpha / beta) (eV) = 4.13 / 4.14
- electronic energy (eV) = -368731.96597

The geometry in ORCA input format:
```
! RIJCOSX wB97M-V def2-TZVPD def2/J DEFGRID3
* xyz -2 3
Ti -0.200 -0.380 0.844
C 0.271 -0.661 5.090
C -0.225 0.601 5.486
C -0.762 1.436 4.547
C -0.817 1.029 3.192
N -0.320 -0.197 2.851
C 0.198 -1.011 3.770
C -1.404 1.792 2.139
C -1.910 3.113 2.263
C -2.494 3.719 1.188
C -2.608 3.015 -0.036
C -2.088 1.751 -0.107
N -1.485 1.171 0.931
H 0.690 -1.364 5.800
H -0.211 0.919 6.524
H -1.166 2.397 4.832
H 0.554 -1.959 3.404
H -1.827 3.642 3.202
H -2.874 4.730 1.265
H -3.096 3.442 -0.898
H -2.146 1.165 -1.016
Se -2.785 -1.310 1.099
Se -4.805 -2.318 1.152
Se -1.742 -4.784 2.069
Se -1.024 -2.850 1.152
Cl 6.054 1.823 -0.150
C 4.688 0.835 0.238
C 4.873 -0.478 0.611
Cl 6.468 -1.121 0.751
C 3.769 -1.294 0.883
Cl 3.997 -2.940 1.357
C 2.483 -0.787 0.774
O 1.416 -1.478 0.991
C 2.300 0.585 0.429
O 1.049 1.018 0.406
C 3.395 1.368 0.155
Cl 3.178 3.020 -0.306
N -0.581 -1.002 -0.891
C 0.013 -1.114 -1.929
N -0.274 -0.931 -3.226
C -1.541 -0.409 -3.713
C -1.966 -1.223 -4.925
O -0.960 -1.249 -5.928
C 0.245 -1.803 -5.412
C 0.755 -0.994 -4.235
H -1.434 0.645 -3.991
H -2.282 -0.487 -2.914
H -2.850 -0.785 -5.384
H -2.207 -2.241 -4.608
H 0.959 -1.781 -6.240
H 0.071 -2.839 -5.111
H 1.015 0.018 -4.575
H 1.641 -1.444 -3.803
*
```

Atomic partial charges in e from the Mulliken method, atoms 1 to 5:
1 Ti -0.801
2 C -1.223
3 C -0.256
4 C -1.279
5 C 0.866

DFT (ωB97M-V/def2-TZVPD) results for a structure of composition C44H45BF2N10OPRe.

- <S²> = 0.781
- E_HOMO (alpha / beta) (eV) = -8.679 / -8.357
- maximum force (eV Å⁻¹) = 0.665
- orbital gap (alpha / beta) (eV) = 6.35 / 5.88
- electronic energy (eV) = -80834.34817

The geometry in ORCA input format:
```
! RIJCOSX wB97M-V def2-TZVPD def2/J DEFGRID3
* xyz 1 2
Re -0.306 -0.955 0.293
C -3.463 4.034 0.695
C -3.993 3.049 1.509
C -3.285 1.882 1.713
C -2.033 1.671 1.133
C -1.515 2.651 0.277
C -2.244 3.822 0.076
N -1.361 0.435 1.470
N -1.586 0.157 2.695
C -1.205 -1.121 3.078
C -1.497 -1.488 4.397
C -1.268 -2.785 4.801
C -0.761 -3.697 3.873
C -0.464 -3.309 2.574
C -0.654 -1.993 2.118
H -4.003 4.954 0.515
H -4.958 3.180 1.981
H -3.687 1.105 2.345
H -0.225 1.657 -1.017
H -1.861 4.575 -0.589
H -1.915 -0.748 5.069
H -1.487 -3.099 5.813
H -0.592 -4.724 4.175
H -0.068 -4.068 1.905
N 2.310 -7.178 -2.340
C 2.625 -6.534 -1.189
O 3.428 -6.965 -0.389
C 1.909 -5.233 -0.926
C 2.438 -4.395 0.044
C 1.808 -3.201 0.324
N 0.698 -2.790 -0.309
C 0.187 -3.608 -1.240
C 0.749 -4.825 -1.570
H 2.830 -8.013 -2.555
H 1.800 -6.733 -3.080
H 3.327 -4.694 0.580
H 2.183 -2.542 1.093
H -0.701 -3.257 -1.745
H 0.252 -5.434 -2.313
C 4.784 0.412 1.700
C 3.481 0.528 2.493
C 2.321 0.078 1.728
N 1.397 -0.271 1.130
H 5.621 0.724 2.323
H 4.759 1.050 0.816
H 4.960 -0.614 1.379
H 3.298 1.567 2.778
H 3.528 -0.053 3.416
C -4.926 -4.660 -2.715
C -4.942 -5.011 -1.231
C -3.690 -5.784 -0.828
C -5.158 -3.773 -0.358
N -4.077 -2.798 -0.478
C -2.888 -2.762 0.122
N -2.231 -1.724 -0.349
N -3.047 -1.128 -1.254
N -4.150 -1.766 -1.332
H -4.808 -5.561 -3.317
H -4.098 -3.989 -2.953
H -5.850 -4.166 -3.021
H -5.812 -5.645 -1.032
H -2.783 -5.227 -1.081
H -3.643 -6.734 -1.361
H -3.669 -6.002 0.242
H -5.230 -4.045 0.695
H -6.066 -3.244 -0.641
H -2.543 -3.435 0.887
N -0.261 2.467 -0.396
P 0.980 3.517 -0.566
C 1.797 3.776 1.009
C 1.100 3.645 2.209
C 1.744 3.915 3.407
C 3.073 4.318 3.411
C 3.773 4.434 2.217
C 3.138 4.161 1.015
C 2.116 2.779 -1.730
C 2.553 1.474 -1.508
C 3.397 0.865 -2.419
C 3.822 1.559 -3.543
C 3.405 2.864 -3.758
C 2.549 3.478 -2.855
C 0.507 5.113 -1.229
C -0.253 5.135 -2.402
C -0.622 6.345 -2.959
C -0.237 7.535 -2.349
C 0.516 7.516 -1.186
C 0.892 6.303 -0.622
H 0.064 3.331 2.218
H 1.202 3.814 4.338
H 3.568 4.535 4.349
H 4.811 4.736 2.220
H 3.685 4.247 0.083
H 2.202 0.926 -0.646
H 3.709 -0.159 -2.259
H 4.479 1.080 -4.257
H 3.738 3.406 -4.633
H 2.227 4.495 -3.034
H -0.563 4.204 -2.867
H -1.214 6.364 -3.864
H -0.531 8.481 -2.785
H 0.810 8.443 -0.713
H 1.470 6.292 0.293
F -0.352 0.639 -2.574
B 0.055 -0.491 -1.889
F 0.702 -1.295 -2.771
*
```

Atomic partial charges in e from the Mulliken method, atoms 1 to 5:
1 Re 1.533
2 C -1.008
3 C -0.865
4 C -0.731
5 C 0.107

DFT (ωB97M-V/def2-TZVPD) results for the ion C28H39N2O3 with charge +1.

- E_HOMO (eV) = -11.618
- SMILES = CCCCCCCCCCOC(=O)Cn1c(COc2cccc(C)c2)[n+](C)c2ccccc21
- maximum force (eV Å⁻¹) = 0.959
- orbital gap (eV) = 8.85
- electronic energy (eV) = -38787.43174

The geometry in ORCA input format:
```
! RIJCOSX wB97M-V def2-TZVPD def2/J DEFGRID3
* xyz 1 1
C -1.190 -3.950 0.299
C -0.080 -3.911 1.343
C 1.239 -3.424 0.745
C 2.312 -3.231 1.813
C 3.657 -2.741 1.272
C 3.638 -1.302 0.737
C 3.465 -1.214 -0.779
C 3.333 0.238 -1.235
C 3.234 0.392 -2.753
C 1.940 -0.160 -3.343
H 1.955 -0.081 -4.433
H 1.776 -1.199 -3.051
O 0.812 0.629 -2.919
C -0.018 0.129 -2.043
O 0.003 -0.962 -1.538
C -1.135 1.148 -1.728
N -2.025 0.594 -0.745
C -1.683 0.124 0.462
N -2.732 -0.474 1.038
C -3.805 -0.406 0.171
C -5.113 -0.865 0.266
C -5.942 -0.622 -0.809
C -5.492 0.055 -1.944
C -4.196 0.516 -2.048
C -3.351 0.274 -0.972
H -3.865 1.040 -2.930
H -6.177 0.222 -2.760
H -6.964 -0.964 -0.774
H -5.474 -1.388 1.137
C -2.739 -1.097 2.335
H -3.712 -1.549 2.505
H -1.976 -1.875 2.386
H -2.554 -0.361 3.120
C -0.342 0.220 1.123
O 0.488 1.214 0.611
C 0.181 2.540 0.885
C 1.139 3.465 0.481
C 0.940 4.821 0.675
C -0.243 5.243 1.280
C -1.193 4.327 1.677
C -0.995 2.967 1.481
H -1.758 2.273 1.802
H -2.105 4.662 2.146
H -0.411 6.297 1.440
C 1.972 5.818 0.257
H 2.774 5.344 -0.302
H 2.401 6.299 1.136
H 1.524 6.596 -0.357
H 2.043 3.097 0.022
H -0.484 0.341 2.208
H 0.196 -0.723 0.949
H -1.694 1.348 -2.643
H -0.683 2.084 -1.388
H 3.305 1.448 -3.018
H 4.063 -0.133 -3.230
H 4.208 0.794 -0.893
H 2.456 0.685 -0.761
H 2.582 -1.777 -1.079
H 4.330 -1.669 -1.265
H 4.576 -0.810 0.999
H 2.837 -0.741 1.226
H 3.998 -3.417 0.486
H 4.379 -2.803 2.088
H 1.955 -2.522 2.566
H 2.471 -4.186 2.319
H 1.588 -4.150 0.009
H 1.057 -2.486 0.217
H -0.362 -3.250 2.170
H 0.057 -4.908 1.766
H -0.956 -4.687 -0.465
H -1.291 -2.984 -0.194
H -2.143 -4.221 0.749
*
```

Atomic partial charges in e from the Mulliken method, atoms 1 to 5:
1 C -1.118
2 C -0.513
3 C 0.651
4 C -0.683
5 C -1.062

DFT (ωB97M-V/def2-TZVPD) results for an isolated molecule of C6H5NO.

- E_HOMO (eV) = -9.719
- SMILES = C#C/C(=C/C#N)CO
- maximum force (eV Å⁻¹) = 3.318
- orbital gap (eV) = 9.41
- electronic energy (eV) = -9837.20226

The geometry in ORCA input format:
```
! RIJCOSX wB97M-V def2-TZVPD def2/J DEFGRID3
* xyz 0 1
C 0.053 0.073 1.402
C -0.276 0.253 -0.065
C 0.518 0.243 -1.142
C 1.933 0.011 -1.091
C -1.685 0.374 -0.286
C -2.843 0.571 -0.504
H -0.428 -1.286 2.734
H 1.152 -0.009 1.455
H -0.309 0.988 1.943
H 0.177 0.335 -2.146
H -3.907 0.681 -0.495
N 3.109 -0.054 -1.052
O -0.581 -1.185 1.748
*
```

Atomic partial charges in e from the Mulliken method, atoms 1 to 5:
1 C -0.328
2 C 0.277
3 C -0.283
4 C -0.058
5 C -0.796

DFT (ωB97M-V/def2-TZVPD) results for an isolated molecule of C4H7NO.

- E_HOMO (eV) = -9.673
- SMILES = CC1(C)N=C1O
- maximum force (eV Å⁻¹) = 0.661
- orbital gap (eV) = 10.28
- electronic energy (eV) = -7797.29123

The geometry in ORCA input format:
```
! RIJCOSX wB97M-V def2-TZVPD def2/J DEFGRID3
* xyz 0 1
C -0.896 -1.123 -0.351
C -0.009 0.095 -0.197
C 1.393 -0.009 -0.751
O -0.278 1.241 2.133
C -0.320 1.039 0.821
N -0.729 1.486 -0.276
H -0.460 -1.975 0.183
H -1.888 -0.933 0.070
H -1.017 -1.407 -1.402
H 2.029 0.791 -0.364
H 1.396 0.045 -1.843
H 1.837 -0.967 -0.458
H -1.058 1.717 2.433
*
```

Atomic partial charges in e from the Mulliken method, atoms 1 to 5:
1 C -1.260
2 C 1.494
3 C -1.191
4 O -0.454
5 C -0.260

Among the records above, which one has the lowest maximum force?
C23H22BF4N5O3OsS

maximum force of number 6 (C28H39N2O3)?
0.959 eV Å⁻¹